ORCA calculation (ωB97M-V/def2-TZVPD) on C4H12O3 as an isolated structure at a distorted geometry.

Computed properties:
Highest occupied orbital energy ... -8.57 eV
Energy relative to the best compared isomer or geometry (same formula, charge and spin) ... 534.5 kJ/mol
Kohn-Sham gap ... 5.06 eV
Spin multiplicity ... 1
Total charge ... 0
Electronic energy ... -10479.599 eV

Structure (XYZ):
```
19
Properties=species:S:1:pos:R:3:forces:R:3
C 2.1859 -0.1472 -0.7697 1.5 -0.9 -0.8
C 0.8430 -0.1676 -0.1682 -3.6 0.5 1.8
C 0.1790 1.0377 0.3250 1.8 0.4 -1.1
C 0.0870 -1.4033 0.0438 2.5 0.1 -1.2
O 2.8996 0.8036 -0.9338 -0.7 0.4 0.3
H 2.5344 -1.1456 -1.0715 0.0 -0.2 -0.1
H -1.1251 0.8802 -2.7058 0.0 0.0 0.0
H -0.8772 1.0930 0.0061 0.0 -0.3 0.1
H 0.7936 1.8831 0.0102 -0.3 0.3 0.2
H 0.1499 0.9820 1.4271 -0.3 -0.2 0.0
H -0.3192 -1.3463 1.0613 -0.8 0.0 0.1
H 0.7595 -2.2461 -0.1643 -0.4 -0.2 0.2
H -0.7515 -1.4334 -0.6914 -0.4 0.4 0.5
H -2.4634 -0.2846 2.6944 -0.1 0.0 -0.1
H -1.1329 1.6191 -2.6425 0.1 0.0 0.0
O -1.8820 -0.2103 1.9352 0.6 0.0 0.4
H -3.4189 -0.2665 -0.4542 -0.7 -0.1 -0.5
H -2.3489 -0.1221 0.8338 0.1 -0.1 -0.3
O -2.4986 -0.0634 -0.3555 0.5 0.1 0.4
```
Forces are in eV/Å.

Here are the natural (NBO) charges for atoms 1 to 4, given in e: number 1, C, carries 0.313; number 2, C, carries 0.461; number 3, C, carries -0.781; number 4, C, carries -0.770


ORCA calculation (ωB97M-V/def2-TZVPD) on a 2-piece molecular cluster, C4H12O3 overall at a distorted geometry.

Computed properties:
Highest occupied orbital energy ... -9.62 eV
Energy relative to the best compared isomer or geometry (same formula, charge and spin) ... 189.4 kJ/mol
Kohn-Sham gap ... 10.15 eV
Spin multiplicity ... 1
Total charge ... 0
Electronic energy ... -10483.176 eV

Structure (XYZ):
```
19
Properties=species:S:1:pos:R:3:forces:R:3
C -1.0517 -0.5967 -0.9038 -1.7 4.0 2.1
O -1.9949 -0.4433 -2.0197 0.3 0.4 0.9
C 0.1893 0.3816 -0.8925 1.1 -0.1 0.5
C 1.4221 -0.3214 -0.2262 -2.6 -0.9 -1.5
C 2.4851 0.6002 0.1642 2.0 2.4 -0.9
O 1.0511 -1.0303 0.9561 -0.7 -2.0 -2.1
H -1.5634 -0.1786 0.0673 0.4 -1.0 -1.8
H -0.8466 -1.5930 -0.5638 0.3 -0.8 -1.1
H -2.6081 0.3287 -1.8603 1.3 -1.3 0.1
H 0.6015 0.7483 -1.9126 -1.2 -0.4 1.6
H -0.0042 1.2055 -0.1164 -0.1 -0.5 -1.7
H 1.6977 -1.1038 -0.9488 0.6 0.3 0.2
H 3.3152 -0.0351 0.4052 1.1 0.0 -0.4
H 2.7180 1.4576 -0.5779 -0.1 -1.8 0.8
H 2.3791 1.1552 1.1017 -1.0 -0.1 0.1
H 1.2457 -0.3805 1.5585 0.3 1.8 3.1
H -2.4837 0.5827 2.4984 -1.9 -0.9 0.3
H -1.1146 0.8592 2.8321 0.6 0.2 0.0
O -1.7567 1.0450 2.1469 1.2 0.7 -0.3
```
Forces are in eV/Å.

Here are the natural (NBO) charges for atoms 1 to 4, given in e: number 1, C, carries -0.095; number 2, O, carries -0.738; number 3, C, carries -0.446; number 4, C, carries 0.082


ORCA calculation (ωB97M-V/def2-TZVPD) on a 2-piece molecular cluster, C4H12O3 overall at a distorted geometry.

Computed properties:
Highest occupied orbital energy ... -10.01 eV
Energy relative to the best compared isomer or geometry (same formula, charge and spin) ... 213.8 kJ/mol
Kohn-Sham gap ... 10.62 eV
Spin multiplicity ... 1
Total charge ... 0
Electronic energy ... -10482.923 eV

Structure (XYZ):
```
19
Properties=species:S:1:pos:R:3:forces:R:3
C -0.5484 1.7810 0.0422 1.1 -1.0 0.6
O 0.2155 2.9438 0.5813 -2.1 -0.5 -1.2
C -0.2737 0.6440 1.1893 -1.1 1.8 -0.5
C -0.7651 -0.7270 0.8342 -1.5 -1.3 -1.3
C 0.3365 -1.6133 0.2956 -1.1 -2.0 -3.9
O 1.0673 -2.4911 1.1457 -0.7 0.6 -0.2
H -0.0222 1.3389 -0.9015 -1.1 1.2 1.4
H -1.6529 2.1063 -0.2193 2.2 -1.0 0.7
H -0.5050 3.5994 0.6656 1.0 -0.1 0.1
H 0.8403 0.6924 1.2871 -1.0 -0.1 0.3
H -0.8008 0.9215 2.1188 0.7 0.5 -0.3
H -1.3556 -1.3104 1.5840 0.7 0.8 0.0
H -1.5514 -0.6676 -0.0132 1.3 0.1 1.0
H -0.2702 -2.3718 -0.4981 2.1 1.8 2.0
H 1.0374 -0.9540 -0.3319 -0.8 -1.1 0.7
H 1.6424 -1.9445 1.6751 0.4 0.2 0.4
H 1.4896 -0.2095 -2.7984 -3.4 -1.0 -0.7
H 0.6218 -1.2384 -3.6450 -0.1 0.6 0.6
O 0.4947 -0.4994 -3.0116 3.5 0.4 0.2
```
Forces are in eV/Å.

Here are the natural (NBO) charges for atoms 1 to 4, given in e: number 1, C, carries -0.077; number 2, O, carries -0.736; number 3, C, carries -0.426; number 4, C, carries -0.467


ORCA calculation (ωB97M-V/def2-TZVPD) on a 3-piece molecular cluster, C4H12O4 overall at a distorted geometry.

Computed properties:
Highest occupied orbital energy ... -0.06 eV
Energy relative to the best compared isomer or geometry (same formula, charge and spin) ... 93.0 kJ/mol
Kohn-Sham gap ... 6.24 eV
Spin multiplicity ... 1
Total charge ... -2
Electronic energy ... -12529.809 eV

Structure (XYZ):
```
20
Properties=species:S:1:pos:R:3:forces:R:3
C 0.6367 -1.1160 -0.1702 1.0 -2.8 1.4
C 0.4444 -1.8079 -1.5431 -0.5 1.5 -1.3
C 1.2314 -3.1203 -2.0254 -0.1 -0.3 0.9
O 0.4629 -4.2248 -1.9133 0.2 0.1 -0.2
C 0.3549 0.3669 -0.0567 -1.4 0.0 -0.3
O 0.7243 0.9167 1.1974 -2.0 1.7 -0.3
H -0.0055 -1.8188 0.4585 0.6 1.6 0.2
H 1.6971 -1.2540 0.2504 -1.1 -0.1 -0.8
H 0.6351 -0.9356 -2.2167 0.2 -0.7 -0.4
H -0.6628 -2.0568 -1.7592 1.6 0.2 0.7
H 2.2365 -3.2746 -1.4093 -1.0 0.8 -0.8
H 1.5267 -2.8723 -3.1037 0.1 -0.1 0.6
H -0.7674 0.4831 -0.2504 1.2 0.3 0.2
H 0.9036 0.9810 -0.7996 -0.3 -0.7 -0.4
H 0.0917 1.7770 1.1956 1.1 -1.4 0.6
H -2.0155 2.7835 0.9560 0.1 -0.1 -0.2
O -1.1533 3.1398 1.1965 0.1 -0.1 0.5
H -2.3667 4.7189 3.5017 -0.1 0.8 -0.1
H -1.7834 3.5093 2.8202 0.5 -0.3 -0.8
O -2.1907 3.8050 3.6713 -0.2 -0.5 0.7
```
Forces are in eV/Å.

Here are the natural (NBO) charges for atoms 1 to 4, given in e: number 1, C, carries -0.429; number 2, C, carries -0.435; number 3, C, carries 0.005; number 4, O, carries -0.974


ORCA calculation (ωB97M-V/def2-TZVPD) on a 2-piece molecular cluster, C4H12O4 overall at a distorted geometry.

Computed properties:
Highest occupied orbital energy ... -10.09 eV
Energy relative to the best compared isomer or geometry (same formula, charge and spin) ... 162.7 kJ/mol
Kohn-Sham gap ... 10.94 eV
Spin multiplicity ... 1
Total charge ... 0
Electronic energy ... -12531.405 eV

Structure (XYZ):
```
20
Properties=species:S:1:pos:R:3:forces:R:3
C 0.0508 1.1733 -1.8231 -0.2 1.0 -0.1
O -0.9604 2.0384 -1.4078 -0.1 0.1 0.2
O 0.4944 0.3475 -0.7964 0.0 0.3 2.8
O -0.3717 0.3972 -2.8911 0.3 -0.4 0.1
H -0.7101 -0.4448 -2.5558 0.0 0.1 0.0
H -1.7661 1.5199 -1.2637 0.1 0.0 0.0
H -0.6957 -0.6154 -0.1795 -0.6 -0.2 0.5
H 0.8640 1.8264 -2.1716 -0.2 -0.1 0.0
C 0.6411 1.0345 0.6845 0.6 0.1 -2.8
C -1.0915 -2.1712 0.9377 -0.3 -0.1 0.0
C 1.6464 0.1919 1.4106 -0.2 0.0 -0.1
O -1.4509 -0.9290 0.3775 0.3 0.1 -0.5
H -0.2980 1.1764 1.2158 -0.2 -0.5 -0.6
H 1.0022 2.0220 0.3895 0.2 -0.1 0.3
H -0.2007 -2.5927 0.4619 0.0 0.0 0.1
H -1.9227 -2.8614 0.7936 0.0 -0.2 0.1
H -0.9138 -2.0714 2.0123 0.1 -0.1 0.0
H 2.5310 0.0324 0.8005 0.1 0.1 0.0
H 1.2296 -0.7778 1.6710 0.0 -0.1 0.0
H 1.9222 0.7038 2.3341 0.0 0.0 0.0
```
Forces are in eV/Å.

Here are the natural (NBO) charges for atoms 1 to 4, given in e: number 1, C, carries 0.625; number 2, O, carries -0.726; number 3, O, carries -0.619; number 4, O, carries -0.708


ORCA calculation (ωB97M-V/def2-TZVPD) on a 2-piece molecular cluster, C4H12O4PS2 overall.

Computed properties:
Highest occupied orbital energy ... -5.52 eV
Energy relative to the best compared isomer or geometry (same formula, charge and spin) ... 5.0 kJ/mol
Kohn-Sham gap ... 8.38 eV
Spin multiplicity ... 1
Total charge ... -1
Electronic energy ... -43497.010 eV

Structure (XYZ):
```
23
Properties=species:S:1:pos:R:3:forces:R:3
O -1.9858 2.7364 1.2835 0.4 -0.5 -0.3
O -0.2483 1.5598 -0.3344 -0.1 -0.1 0.1
O -2.2270 0.2911 0.5417 0.1 0.2 0.1
O -0.4144 0.9900 2.1627 0.0 0.0 -0.4
C -3.2785 0.1431 1.4769 -0.3 -0.1 0.1
C 0.4710 -0.0917 1.9435 0.3 -0.1 0.1
P -1.1964 1.5611 0.8163 -0.2 0.1 0.3
H -3.9465 1.0208 1.4758 0.3 -0.2 0.0
H -3.8646 -0.7455 1.1881 0.2 0.2 0.1
H -2.8949 -0.0058 2.5003 -0.1 0.1 -0.3
H 0.8980 -0.3816 2.9183 -0.2 0.1 -0.3
H -0.0506 -0.9639 1.5146 0.1 0.2 0.1
H 1.2958 0.1919 1.2684 -0.3 -0.1 0.1
S 2.0378 -2.1778 -1.7634 -0.1 0.0 -0.1
S 2.9184 -0.7521 -2.9240 0.1 0.0 0.1
C 0.2877 -1.7545 -1.9031 -0.7 0.3 -0.1
C 3.0813 0.6292 -1.7719 0.0 0.5 0.5
H -0.2806 -2.5062 -1.3298 0.3 0.3 -0.2
H -0.0512 -1.7823 -2.9524 0.3 -0.1 0.4
H 0.0680 -0.7562 -1.4888 0.2 -0.3 0.0
H 2.1015 0.9945 -1.4211 0.3 -0.2 -0.2
H 3.6885 0.3520 -0.8937 -0.2 0.0 -0.4
H 3.5908 1.4477 -2.3076 -0.2 -0.3 0.1
```
Forces are in eV/Å.

Here are the natural (NBO) charges for atoms 1 to 4, given in e: number 1, O, carries -1.167; number 2, O, carries -1.192; number 3, O, carries -0.839; number 4, O, carries -0.834


ORCA calculation (ωB97M-V/def2-TZVPD) on C4H12O7Zn2 as an isolated structure at a distorted geometry.

Computed properties:
Highest occupied orbital energy ... -14.20 eV
Energy relative to the best compared isomer or geometry (same formula, charge and spin) ... 0.0 kJ/mol
Kohn-Sham gap ... 1.90 eV
Spin multiplicity ... 1
Total charge ... +2
Electronic energy ... -115485.912 eV

Structure (XYZ):
```
25
Properties=species:S:1:pos:R:3:forces:R:3
Zn 12.0308 15.8365 9.1082 -1.2 0.8 -1.2
Zn 7.3396 14.3926 8.2836 0.5 2.2 -1.8
C 9.5429 16.8192 5.5811 0.3 0.8 0.5
C 9.6725 16.4554 7.0673 -0.2 -1.1 -2.6
O 8.6960 15.8733 7.5667 -2.4 -1.7 1.6
O 10.7410 16.6569 7.6430 3.2 0.2 2.1
H 10.4425 17.2084 5.1043 0.2 -0.1 0.5
H 8.8339 17.6471 5.5819 -0.4 -0.2 -0.4
H 9.2129 15.9578 5.0003 -0.3 0.0 0.2
C 6.9511 18.8955 3.5803 -1.1 -0.4 -0.5
C 6.0073 17.7331 3.4590 -0.7 0.2 0.0
O 6.0444 16.8114 4.3599 -0.6 0.2 -1.0
O 5.1758 17.6090 2.5042 1.5 -0.4 2.2
H 6.5296 19.7541 3.0575 0.3 0.0 -0.3
H 7.8559 18.5065 3.1132 0.3 0.6 0.2
H 7.0346 19.1997 4.6236 0.3 -0.3 0.0
O 6.0158 15.3608 6.9235 0.3 -1.5 1.8
H 6.1428 16.0506 6.2722 0.7 0.9 -1.3
H 5.1336 15.5109 7.2633 -0.8 -0.1 0.1
O 9.0630 13.3500 4.0098 0.1 0.4 0.1
H 9.6866 12.9762 4.6323 0.3 -0.3 0.0
H 8.3160 13.6134 4.5473 -0.4 0.0 -0.1
O 7.7595 18.8088 8.4438 0.1 -0.2 0.2
H 8.1299 19.2173 7.6614 0.1 0.4 -0.2
H 7.5553 17.9136 8.1734 -0.1 -0.2 -0.1
```
Forces are in eV/Å.

Here are the natural (NBO) charges for atoms 1 to 4, given in e: number 1, Zn, carries 1.245; number 2, Zn, carries 1.512; number 3, C, carries -0.727; number 4, C, carries 0.865


ORCA calculation (ωB97M-V/def2-TZVPD) on a 2-piece molecular cluster, C4H12OS overall at a distorted geometry.

Computed properties:
Highest occupied orbital energy (alpha / beta) ... 0.97 / -5.65 eV
Energy relative to the best compared isomer or geometry (same formula, charge and spin) ... 143.5 kJ/mol
Kohn-Sham gap (alpha / beta) ... 2.40 / 9.14 eV
Spin multiplicity ... 2
Total charge ... -1
Electronic energy ... -17222.534 eV

Structure (XYZ):
```
18
Properties=species:S:1:pos:R:3:forces:R:3
C -1.4951 0.7702 -1.6179 0.9 0.3 -0.4
C -1.9276 0.6111 -0.1513 -0.2 0.8 -0.6
S -2.3841 2.1255 0.8191 0.7 0.7 -1.8
H -0.4442 0.4687 -1.6172 0.0 -0.2 -0.3
H -1.4197 1.7905 -1.9750 -0.4 0.4 0.0
H -1.9999 0.1751 -2.3963 -0.2 0.1 0.6
H -2.7775 -0.0874 -0.1696 0.8 -0.1 1.0
H -0.9790 0.4793 0.3610 -0.4 -1.7 0.3
H -1.3662 2.8034 0.0986 -1.0 -0.3 1.2
C 1.6770 -0.7143 1.2610 1.0 0.4 -0.7
O 1.9626 0.3540 0.3687 1.1 2.1 0.0
C 1.3760 -1.9034 0.3235 0.2 -0.4 0.9
H 2.6290 -0.9033 1.8920 -1.9 0.1 -0.3
H 0.6985 -0.4584 1.7848 1.5 -0.5 0.2
H 2.5405 1.1816 0.6956 -1.5 -2.3 -0.2
H 2.0877 -2.1422 -0.4707 0.2 0.9 0.0
H 1.4266 -2.8344 0.9074 -0.7 0.0 0.1
H 0.3954 -1.7158 -0.1137 0.0 -0.4 -0.1
```
Forces are in eV/Å.

Here are the natural (NBO) charges for atoms 1 to 4, given in e: number 1, C, carries -0.663; number 2, C, carries -0.551; number 3, S, carries -0.244; number 4, H, carries 0.232